A molecular structure, C49H38IrN6O4SSeTe at a distorted geometry, computed with ωB97M-V/def2-TZVPD.

The geometry in XYZ format:
```
101
Properties=species:S:1:pos:R:3
Ir 0.13033 0.28959 0.54709
O -1.45019 -5.20835 0.12383
S -1.56341 -3.93866 -0.57035
O -0.29940 -3.33939 -1.02525
N -0.94198 -1.38073 1.61996
C -1.90929 -0.99545 2.65440
C -3.14188 -1.88899 2.57520
C -4.27676 -1.38082 3.37942
C -4.43069 -0.08167 3.64930
C -3.51183 0.89159 3.10046
C -3.80594 2.25530 3.05210
C -2.91283 3.11385 2.43527
C -1.75732 2.59138 1.87440
N -1.47247 1.29032 1.91793
C -2.31331 0.45656 2.51747
C -2.58024 -4.20979 -2.07775
C -2.12620 -3.82933 -3.32023
C -3.00041 -3.93651 -4.39355
C -4.28810 -4.41263 -4.20041
C -4.71690 -4.80403 -2.94041
C -3.85523 -4.68728 -1.85971
H -2.87312 -2.90537 2.85948
H -5.00529 -2.10522 3.71064
H -5.27147 0.28804 4.21460
H -4.72970 2.61791 3.47899
H -3.11680 4.17044 2.37620
H -1.03114 3.21494 1.37392
H -1.11670 -3.47198 -3.44808
H -2.67277 -3.64439 -5.37907
H -4.96610 -4.48891 -5.03653
H -5.71404 -5.19116 -2.79834
H -4.15065 -5.00061 -0.86844
C 2.27501 3.82459 -5.52169
C 1.96246 3.31222 -4.16274
C 2.68886 3.74453 -3.04796
C 2.43177 3.24504 -1.79205
C 3.37991 3.63720 -0.70221
O 4.54398 3.80455 -0.98030
C 2.88437 3.79297 0.68547
C 1.60567 4.25073 0.99937
C 1.26509 4.47437 2.32228
C 2.17808 4.22626 3.33669
C 3.45580 3.77698 3.02504
C 3.81143 3.57460 1.70547
C 1.40008 2.27129 -1.56127
O 1.19313 1.84173 -0.38900
C 0.66512 1.80599 -2.71809
C 0.97890 2.34765 -3.96590
C -0.36040 0.77425 -2.62766
N -0.82998 0.27327 -1.53173
C -1.84472 -0.76584 -1.58641
C -2.99474 -0.44713 -0.63207
Te -3.88878 -2.12414 0.46322
C -0.49242 -2.52742 1.68139
C 0.18041 -3.58255 2.03937
C 1.09914 -3.37114 3.13240
C 0.92300 -2.50079 4.15008
C -0.17160 -1.64469 4.54929
C -1.28243 -1.08626 4.03297
C -0.84988 0.28297 -3.95174
C -0.28727 -0.86347 -4.50268
C -0.69268 -1.29793 -5.75403
C -1.65713 -0.59622 -6.45859
C -2.21825 0.54625 -5.91029
C -1.81637 0.98961 -4.66157
H 2.99647 4.63500 -5.48133
H 1.37442 4.17216 -6.02546
H 2.69193 3.02506 -6.13541
H 3.48742 4.46401 -3.16534
H 0.90207 4.47062 0.20897
H 0.28917 4.86502 2.57188
H 1.90489 4.40866 4.36607
H 4.19005 3.62732 3.80377
H 4.81383 3.27266 1.43839
H 0.44116 1.99779 -4.83422
H -1.32430 -1.69185 -1.32672
H -2.24365 -0.88332 -2.59791
H -3.83169 -0.02184 -1.18273
H -2.67380 0.28342 0.10283
H 0.10766 -4.54935 1.57109
H 1.95284 -4.03459 3.15809
H 1.69623 -2.52456 4.91168
H -0.05842 -1.39975 5.60293
H -1.86017 -0.49764 4.73494
H 0.47631 -1.39683 -3.95722
H -0.24487 -2.18043 -6.18425
H -1.96822 -0.93397 -7.43537
H -2.96247 1.10190 -6.45897
H -2.23790 1.88983 -4.23943
Se 2.36627 0.81914 3.93272
N 3.74732 -0.19357 3.65754
C 3.59625 -0.87798 2.52519
C 4.45167 -1.82775 1.93986
C 4.03066 -2.41926 0.76971
C 2.82066 -2.04476 0.15988
N 2.01994 -1.12994 0.66899
C 2.37635 -0.58675 1.83863
N 1.57016 0.29310 2.44215
H 5.39820 -2.06471 2.40002
H 4.64064 -3.17004 0.29242
H 2.49697 -2.50454 -0.76254
```

Output
2S+1 = 2
largest force on an atom = 0.079 hartree/bohr
relative energy (zero: lowest compared OMol25 entry of this formula, charge and spin) = 258.1 kJ/mol
molar mass = 1205.72 g/mol
gap between HOMO and LUMO (spin up / spin down) = 5.199 / 5.200 eV
total charge = +2
electronic energy = -154854.2900 eV
HOMO energy (spin up / spin down) = -12.19 / -12.19 eV
⟨S²⟩ = 0.758